[1]
261
Properties=species:S:1:pos:R:3 method="wB97M-V/def2-TZVPD" de_lowest_kj_mol=586.0 orbital_gap_ev=9.211 charge=0 multiplicity=1 total_energy_ev=-122103.1360
O 1.717 6.187 3.254
H 1.428 5.843 4.100
H 1.419 7.097 3.250
O 4.612 6.109 -5.114
H 3.714 6.146 -5.444
H 4.585 5.450 -4.420
C -6.246 2.597 -7.535
C -5.123 3.462 -6.982
C -4.710 3.115 -5.552
O -5.783 3.204 -4.645
C -5.550 2.612 -3.392
N -4.034 3.529 -7.931
H -5.960 1.578 -7.794
H -6.605 3.102 -8.432
H -7.064 2.606 -6.814
H -5.550 4.459 -6.878
H -3.894 3.769 -5.244
H -4.374 2.079 -5.592
H -6.488 2.652 -2.840
H -4.745 2.985 -2.758
H -5.347 1.543 -3.452
H -4.214 4.041 -8.783
H -3.723 2.637 -8.289
C -3.785 5.928 6.511
C -3.539 6.978 7.624
C -4.404 6.602 8.876
O -4.266 7.709 9.823
C -4.941 7.419 11.018
N -2.084 6.979 7.939
H -4.819 5.899 6.167
H -3.553 4.928 6.879
H -3.183 6.085 5.617
H -3.758 7.992 7.290
H -3.903 5.695 9.214
H -5.439 6.466 8.565
H -5.292 8.333 11.498
H -4.292 6.833 11.669
H -5.905 6.946 10.833
H -1.587 7.677 7.405
H -2.012 7.288 8.898
C -1.385 9.510 -1.956
C -1.021 10.583 -3.028
C 0.433 10.990 -3.015
O 0.606 12.228 -3.674
C 1.985 12.654 -3.858
N -1.520 10.242 -4.350
H -1.394 9.944 -0.957
H -0.626 8.732 -1.874
H -2.371 9.077 -2.124
H -1.626 11.441 -2.735
H 1.066 10.189 -3.397
H 0.784 11.094 -1.989
H 2.213 13.165 -2.922
H 2.080 13.441 -4.606
H 2.694 11.849 -4.051
H -1.180 11.057 -4.841
H -2.503 10.467 -4.293
C -8.592 -4.619 -7.106
C -7.725 -5.833 -6.816
C -6.327 -5.598 -6.202
O -5.400 -4.843 -7.023
C -4.204 -4.561 -6.303
N -8.515 -6.593 -5.855
H -9.001 -4.169 -6.201
H -9.430 -4.853 -7.763
H -7.969 -3.876 -7.603
H -7.567 -6.478 -7.681
H -5.927 -6.598 -6.034
H -6.453 -5.036 -5.276
H -4.279 -4.186 -5.283
H -3.591 -3.892 -6.908
H -3.629 -5.474 -6.148
H -9.437 -6.622 -6.268
H -8.598 -5.909 -5.117
C 2.082 0.625 -13.036
C 0.901 1.354 -13.670
C 0.972 1.221 -15.242
O 2.157 1.734 -15.778
C 2.086 3.196 -15.964
N -0.286 0.665 -13.201
H 3.056 0.962 -13.391
H 2.040 -0.443 -13.249
H 2.054 0.736 -11.952
H 0.898 2.392 -13.338
H 0.068 1.637 -15.685
H 0.867 0.164 -15.484
H 2.990 3.649 -16.371
H 1.914 3.693 -15.009
H 1.227 3.459 -16.582
H -0.247 -0.316 -13.435
H -1.066 1.038 -13.723
C 6.863 -2.776 2.056
C 7.815 -1.732 1.441
C 8.186 -0.657 2.429
O 7.062 0.298 2.654
C 7.282 1.158 3.767
N 9.044 -2.460 1.104
H 7.258 -3.254 2.952
H 6.786 -3.635 1.390
H 5.858 -2.460 2.336
H 7.451 -1.395 0.470
H 9.132 -0.179 2.173
H 8.472 -1.049 3.404
H 6.338 1.692 3.872
H 8.136 1.815 3.604
H 7.537 0.696 4.721
H 9.459 -2.841 1.942
H 8.760 -3.230 0.514
C 11.280 2.901 -4.465
C 12.710 2.440 -4.016
C 13.301 3.136 -2.745
O 13.794 4.431 -3.139
C 14.628 5.180 -2.299
N 12.679 0.959 -3.853
H 10.688 3.202 -3.600
H 10.661 2.236 -5.068
H 11.431 3.835 -5.006
H 13.351 2.697 -4.860
H 14.158 2.521 -2.470
H 12.561 3.127 -1.945
H 14.002 5.856 -1.715
H 15.333 5.788 -2.865
H 15.129 4.619 -1.510
H 12.042 0.695 -3.115
H 13.521 0.616 -3.413
C 1.965 0.223 -2.700
C 1.480 1.074 -1.500
C 0.719 0.277 -0.459
O -0.346 -0.568 -0.940
C -0.629 -1.808 -0.316
N 2.622 1.777 -0.998
H 3.014 -0.056 -2.605
H 1.837 0.808 -3.611
H 1.346 -0.632 -2.974
H 0.791 1.805 -1.921
H 0.374 1.016 0.264
H 1.526 -0.269 0.029
H -0.839 -1.465 0.697
H 0.142 -2.574 -0.396
H -1.516 -2.247 -0.774
H 2.338 2.469 -0.320
H 3.125 1.133 -0.405
C -0.097 -10.339 0.211
C 1.431 -10.179 0.443
C 1.803 -9.980 1.959
O 1.093 -9.007 2.584
C 1.384 -8.813 3.973
N 2.164 -11.358 -0.053
H -0.852 -9.555 0.155
H -0.491 -11.027 0.959
H -0.207 -10.816 -0.763
H 1.727 -9.262 -0.067
H 2.863 -9.740 2.044
H 1.689 -10.995 2.340
H 1.401 -9.761 4.509
H 0.686 -8.119 4.443
H 2.374 -8.370 4.081
H 3.033 -11.428 0.456
H 1.849 -12.314 0.035
C 5.819 -6.297 -5.118
C 6.441 -7.662 -5.257
C 7.262 -8.203 -4.006
O 8.484 -7.469 -3.821
C 9.565 -7.596 -4.743
N 5.454 -8.720 -5.520
H 5.055 -6.315 -4.341
H 5.350 -5.994 -6.054
H 6.658 -5.620 -4.957
H 7.116 -7.628 -6.112
H 7.533 -9.246 -4.169
H 6.717 -8.160 -3.063
H 9.256 -7.413 -5.773
H 10.136 -8.521 -4.656
H 10.337 -6.850 -4.553
H 5.914 -9.573 -5.805
H 4.941 -9.056 -4.717
C -8.313 0.104 6.272
C -8.608 -0.817 7.522
C -7.350 -1.190 8.227
O -6.499 -1.977 7.354
C -5.178 -1.816 7.832
N -9.564 -0.031 8.244
H -7.439 -0.278 5.744
H -7.916 1.092 6.507
H -9.120 0.061 5.541
H -9.054 -1.765 7.217
H -7.711 -1.790 9.062
H -6.917 -0.261 8.597
H -4.470 -2.348 7.196
H -4.941 -2.106 8.855
H -4.829 -0.792 7.703
H -10.326 0.171 7.613
H -9.895 -0.770 8.847
C -14.560 -7.235 1.546
C -13.241 -6.925 0.841
C -12.906 -5.452 0.607
O -11.738 -5.439 -0.210
C -10.997 -4.248 -0.033
N -12.139 -7.624 1.507
H -15.379 -7.160 0.830
H -14.558 -6.661 2.473
H -14.693 -8.297 1.750
H -13.314 -7.200 -0.212
H -12.739 -5.090 1.621
H -13.756 -4.945 0.152
H -11.672 -3.398 -0.132
H -10.202 -4.217 -0.779
H -10.555 -4.140 0.958
H -11.241 -7.592 1.047
H -11.922 -7.209 2.402
C 7.472 9.754 0.375
C 8.393 10.464 -0.577
C 9.401 11.405 0.140
O 8.724 12.132 1.110
C 8.102 13.346 0.652
N 9.005 9.467 -1.424
H 6.764 9.092 -0.122
H 6.870 10.464 0.943
H 8.098 9.313 1.151
H 7.719 11.030 -1.220
H 9.957 12.035 -0.555
H 10.125 10.876 0.760
H 7.407 13.747 1.389
H 7.601 13.201 -0.305
H 8.778 14.111 0.267
H 9.503 8.796 -0.858
H 8.302 8.954 -1.936
C 0.398 1.510 12.130
C 1.913 1.103 12.126
C 2.546 0.914 10.770
O 1.836 -0.174 10.136
C 2.345 -0.375 8.860
N 2.703 1.888 12.951
H -0.045 1.621 13.119
H -0.214 0.766 11.620
H 0.354 2.422 11.534
H 1.863 0.144 12.643
H 3.603 0.655 10.829
H 2.435 1.828 10.187
H 1.628 -0.987 8.313
H 3.251 -0.968 8.729
H 2.366 0.541 8.269
H 3.528 1.388 13.250
H 2.082 1.692 13.723
C -5.623 -8.528 5.345
C -6.550 -8.621 6.551
C -5.848 -8.763 7.939
O -6.732 -9.574 8.788
C -7.221 -8.841 9.940
N -7.540 -7.549 6.563
H -4.836 -7.797 5.530
H -6.156 -8.392 4.404
H -5.129 -9.499 5.310
H -7.029 -9.589 6.402
H -5.647 -7.826 8.459
H -4.864 -9.196 7.758
H -7.532 -7.805 9.804
H -6.392 -8.717 10.636
H -8.136 -9.307 10.306
H -8.045 -7.718 7.421
H -6.942 -6.735 6.540

[2]
125
Properties=species:S:1:pos:R:3 method="wB97M-V/def2-TZVPD" orbital_gap_ev="6.407 / 6.254" charge=0 multiplicity=3 total_energy_ev=-241188.3843
V -0.501 -0.666 0.012
C 1.841 2.638 7.545
C 1.584 2.074 6.176
C 2.555 1.316 5.526
C 2.332 0.825 4.251
C 1.138 1.117 3.619
C 0.141 1.839 4.256
C 0.370 2.312 5.537
S 0.852 0.506 1.947
O 1.762 -0.644 1.761
C 1.595 1.973 1.148
C 0.824 3.154 1.239
C 1.204 4.285 0.583
C 2.362 4.295 -0.229
C 2.742 5.435 -0.970
C 3.843 5.407 -1.779
C 4.610 4.235 -1.885
C 4.282 3.122 -1.163
C 3.152 3.121 -0.313
C 2.760 1.956 0.423
C 3.638 0.766 0.336
C 4.923 0.786 0.944
C 5.362 1.873 1.738
C 6.634 1.902 2.237
C 7.520 0.837 1.987
C 7.106 -0.250 1.271
C 5.799 -0.312 0.735
C 5.351 -1.430 -0.004
C 4.099 -1.447 -0.546
C 3.268 -0.329 -0.403
S 1.624 -0.411 -1.155
O 1.678 -1.605 -2.004
C 1.830 0.951 -2.315
C 2.819 0.864 -3.279
C 2.934 1.868 -4.223
C 2.057 2.949 -4.218
C 2.180 4.041 -5.239
C 1.065 3.012 -3.244
C 0.949 2.018 -2.289
H 2.909 2.746 7.722
H 1.431 1.984 8.317
H 1.367 3.613 7.647
H 3.497 1.112 6.016
H 3.067 0.216 3.742
H -0.803 2.029 3.765
H -0.403 2.873 6.048
H -0.079 3.142 1.829
H 0.614 5.189 0.663
H 2.147 6.335 -0.887
H 4.128 6.283 -2.345
H 5.472 4.217 -2.539
H 4.883 2.227 -1.243
H 4.675 2.684 1.939
H 6.968 2.740 2.834
H 8.527 0.881 2.378
H 7.774 -1.083 1.100
H 6.027 -2.265 -0.133
H 3.719 -2.290 -1.106
H 3.476 0.005 -3.294
H 3.704 1.805 -4.980
H 2.727 3.701 -6.116
H 2.718 4.887 -4.807
H 1.198 4.389 -5.554
H 0.379 3.849 -3.232
H 0.182 2.060 -1.523
F -2.378 0.221 3.880
C -3.105 -0.894 3.693
C -3.910 -0.937 2.571
C -4.671 -2.073 2.372
F -5.509 -2.138 1.333
C -4.598 -3.149 3.246
F -5.311 -4.254 3.022
C -3.771 -3.081 4.358
F -3.712 -4.100 5.211
C -3.019 -1.936 4.593
F -2.224 -1.856 5.662
Ge -3.704 0.590 1.290
S -1.844 1.500 0.681
C -4.601 -0.040 -0.397
C -4.304 -1.261 -0.973
F -3.490 -2.114 -0.330
C -4.813 -1.644 -2.204
F -4.482 -2.819 -2.735
C -5.621 -0.766 -2.906
F -6.084 -1.090 -4.111
C -5.912 0.478 -2.369
F -6.642 1.349 -3.078
C -5.388 0.823 -1.136
F -5.597 2.064 -0.660
C -4.843 1.962 2.234
C -4.303 3.010 2.958
F -2.975 3.159 3.014
C -5.091 3.918 3.651
F -4.527 4.910 4.344
C -6.470 3.784 3.619
F -7.242 4.652 4.267
C -7.040 2.729 2.917
F -8.367 2.589 2.900
C -6.220 1.835 2.248
F -6.761 0.800 1.588
N -3.389 1.849 -4.477
C -2.700 1.315 -3.439
N -2.583 2.059 -2.330
N -2.189 0.121 -3.639
C -1.465 -0.568 -2.737
N -1.109 -0.371 -1.528
H -4.001 2.632 -4.331
H -3.558 1.256 -5.272
H -3.079 2.930 -2.251
H -2.124 1.706 -1.494
O -1.203 -1.463 1.471
N -0.332 -2.390 1.233
O -0.118 -2.490 -0.012
Te -0.830 -2.461 -3.567
C 0.449 -1.593 -5.037
C 0.283 -0.291 -5.495
C 1.130 0.226 -6.462
C 2.145 -0.555 -6.993
C 2.326 -1.846 -6.524
C 1.487 -2.365 -5.551
H -0.512 0.319 -5.097
H 0.985 1.243 -6.801
H 2.782 -0.161 -7.773
H 3.122 -2.466 -6.916
H 1.638 -3.371 -5.182